# 1
Formula: C31H76N7O13P
Source: the Open Molecules 2025 dataset
Level of theory: ωB97M-V/def2-TZVPD

The geometry in XYZ format:
```
128
Properties=species:S:1:pos:R:3:mulliken_charge:R:1
C -3.24 -0.07 4.65 -1.234
P -2.19 -1.53 5.05 0.351
O -1.33 -0.89 6.31 -0.560
C -1.01 -1.34 3.57 0.361
O -1.00 -2.25 2.79 -0.525
O -0.36 -0.18 3.27 -0.381
C 0.69 0.33 4.12 1.090
C 0.92 1.76 3.68 -1.369
C 1.56 2.05 2.35 0.302
O 1.87 3.15 2.01 -0.528
O 1.73 0.96 1.52 -0.276
C 1.93 -0.57 4.05 -1.540
C 2.10 -1.56 5.21 0.485
N 3.45 -2.16 5.22 -0.671
N 1.10 -2.60 5.07 -0.345
N 1.88 -0.88 6.47 -0.555
H -2.71 0.88 4.72 0.372
H -4.06 -0.08 5.37 0.342
H -3.66 -0.18 3.65 0.413
H -1.68 -0.05 6.61 0.303
H 0.34 0.36 5.16 0.544
H 1.50 2.31 4.43 0.411
H -0.06 2.25 3.64 0.385
H 2.66 0.88 1.29 0.288
H 2.84 0.05 4.03 0.483
H 1.89 -1.11 3.10 0.150
H 3.69 -2.52 4.30 0.251
H 4.14 -1.45 5.44 0.269
H 1.24 -3.31 5.79 0.278
H 1.17 -3.06 4.17 0.227
H 2.45 -0.04 6.53 0.262
H 2.17 -1.48 7.23 0.287
C 1.82 5.16 -2.70 -0.586
O 1.74 5.95 -1.53 -0.405
C 2.16 5.30 -0.34 -0.626
C 3.47 5.85 0.17 -0.262
N 4.58 5.48 -0.70 -0.309
C 5.85 6.13 -0.40 -0.720
C 5.92 7.65 -0.48 -0.468
O 5.81 8.19 -1.78 -0.425
C 4.49 8.33 -2.27 -0.517
H 1.29 5.70 -3.48 0.269
H 2.85 5.00 -3.03 0.274
H 1.34 4.19 -2.55 0.235
H 2.23 4.22 -0.49 0.331
H 1.39 5.48 0.42 0.364
H 3.65 5.43 1.17 0.435
H 3.36 6.93 0.28 0.153
H 4.32 5.66 -1.66 0.076
H 6.59 5.74 -1.10 0.379
H 6.16 5.83 0.60 0.388
H 6.91 7.95 -0.12 0.355
H 5.18 8.13 0.19 0.342
H 3.79 8.60 -1.47 0.271
H 4.12 7.43 -2.77 0.164
H 4.50 9.14 -3.01 0.292
C 0.41 -1.89 -0.19 -0.058
O -0.41 -1.16 -1.09 -0.371
C 0.18 0.02 -1.61 -0.671
C 0.52 -0.13 -3.08 -0.086
N 1.62 -1.06 -3.27 -0.288
C 1.88 -1.43 -4.66 -0.747
C 0.78 -2.13 -5.45 -0.133
O 0.49 -3.45 -5.02 -0.475
C -0.37 -3.55 -3.90 -0.520
H -0.23 -2.62 0.30 0.205
H 1.22 -2.42 -0.71 0.297
H 0.83 -1.24 0.57 -0.176
H 1.06 0.30 -1.03 0.227
H -0.56 0.82 -1.50 0.357
H 0.81 0.85 -3.47 0.340
H -0.40 -0.43 -3.60 0.165
H 1.45 -1.89 -2.73 0.091
H 2.75 -2.10 -4.66 0.382
H 2.17 -0.53 -5.21 0.305
H 1.13 -2.22 -6.48 0.268
H -0.15 -1.53 -5.48 0.213
H -1.12 -2.76 -3.90 0.254
H 0.17 -3.53 -2.96 0.159
H -0.88 -4.52 -3.97 0.317
C 0.18 -2.31 -11.61 -0.689
O -0.66 -1.28 -11.14 -0.359
C -0.93 -1.30 -9.75 -0.835
C -0.24 -0.16 -9.03 -0.229
N 1.21 -0.34 -9.01 -0.219
C 1.96 0.82 -8.54 -0.497
C 1.82 2.14 -9.29 -0.593
O 2.40 2.14 -10.58 -0.422
C 1.59 1.60 -11.61 -0.528
H 0.13 -2.29 -12.70 0.243
H 1.22 -2.18 -11.30 0.286
H -0.16 -3.29 -11.26 0.337
H -0.62 -2.26 -9.32 0.396
H -2.01 -1.20 -9.62 0.400
H -0.61 -0.13 -7.99 0.325
H -0.54 0.77 -9.52 0.232
H 1.52 -0.58 -9.93 0.079
H 3.02 0.55 -8.55 0.431
H 1.69 1.00 -7.49 0.162
H 2.37 2.89 -8.72 0.368
H 0.78 2.48 -9.34 0.375
H 0.53 1.82 -11.44 0.271
H 1.72 0.52 -11.71 0.179
H 1.90 2.07 -12.54 0.296
C -6.87 -7.03 7.79 -0.700
O -7.60 -5.82 7.80 -0.343
C -7.90 -5.31 9.09 -0.806
C -7.10 -4.05 9.38 -0.186
N -5.69 -4.34 9.55 -0.281
C -4.82 -3.18 9.62 -0.885
C -4.77 -2.22 8.44 -0.431
O -4.16 -2.75 7.28 -0.283
C -4.98 -3.57 6.46 -0.618
H -6.89 -7.41 6.77 0.239
H -5.82 -6.89 8.09 0.290
H -7.32 -7.77 8.46 0.339
H -7.71 -6.06 9.86 0.405
H -8.96 -5.06 9.11 0.392
H -7.48 -3.60 10.31 0.372
H -7.30 -3.34 8.57 0.158
H -5.38 -4.94 8.80 0.097
H -3.80 -3.54 9.79 0.388
H -5.09 -2.60 10.51 0.411
H -4.15 -1.37 8.73 0.334
H -5.77 -1.82 8.19 0.374
H -6.02 -3.22 6.47 0.316
H -4.96 -4.62 6.77 0.147
H -4.59 -3.51 5.45 0.322
```

**Strongest force on any atom**: 0.74 eV/Å
**E_tot**: -2929.336519 a.u.
**Frontier orbital gap**: 8.70 eV
**HOMO**: -0.3103 Ha
**SMILES string**: CP(O)C(=O)O[C@H](CC(=O)O)CC(N)(N)N.COCCNCCOC.COCCNCCOC.COCCNCCOC.COCCNCCOC

# 2
Formula: C4H4O2
Source: the Open Molecules 2025 dataset
Level of theory: ωB97M-V/def2-TZVPD

The geometry in XYZ format:
```
10
Properties=species:S:1:pos:R:3:mulliken_charge:R:1
O 0.91 1.15 1.51 -0.502
C 0.43 0.40 0.51 0.446
C 0.14 0.69 -0.76 -0.834
C -0.66 -0.59 -0.83 0.150
O 0.22 -1.69 -0.72 -0.400
C -0.16 -0.99 0.49 -0.338
H 0.64 1.30 -1.51 0.361
H 0.77 2.04 1.17 0.361
H -1.70 -0.69 -1.12 0.335
H -0.60 -1.61 1.26 0.422
```

**Strongest force on any atom**: 0.64 eV/Å
**E_tot**: -305.155595 a.u.
**Frontier orbital gap**: 9.48 eV
**Energy relative to the best compared isomer or geometry (same formula, charge and spin)**: 325.2 kJ/mol
**HOMO**: -0.3211 Ha